1.
Molecular formula: C24H30BLaN9O2S5Sb
Method: DFT, wB97M-V/def2-TZVPD

Each line ends with the Mulliken charge.
Atoms and positions in Å:
La: -0.063 0.129 -0.630  1.901
C: -1.681 -3.699 -0.146  -1.445
C: -1.200 -2.998 1.078  0.606
C: -1.438 -3.375 2.408  -1.193
C: -0.720 -2.482 3.174  0.666
C: -0.594 -2.438 4.662  -1.238
N: -0.108 -1.622 2.335  0.996
N: -0.406 -1.932 1.045  -0.361
B: 1.075 -0.682 2.656  -0.893
N: 2.245 -1.019 1.703  0.819
N: 2.167 -0.858 0.358  -0.047
C: 3.345 -1.199 -0.151  0.339
C: 3.625 -1.150 -1.617  -0.989
C: 4.206 -1.598 0.883  -1.372
C: 3.467 -1.474 2.042  0.991
C: 3.891 -1.781 3.441  -1.384
N: 0.734 0.827 2.508  1.440
N: 1.081 1.512 1.381  -0.475
C: 1.114 2.800 1.701  0.660
C: 1.569 3.859 0.759  -1.346
C: 0.747 2.966 3.046  -1.331
C: 0.518 1.694 3.521  0.778
C: 0.071 1.282 4.884  -1.418
H: -1.491 -4.770 -0.058  0.352
H: -1.167 -3.329 -1.030  0.270
H: -2.757 -3.558 -0.266  0.250
H: -2.050 -4.191 2.754  0.444
H: -1.151 -3.268 5.092  0.358
H: -0.985 -1.502 5.063  0.144
H: 0.449 -2.523 4.969  0.221
H: 1.423 -0.877 3.782  -0.278
H: 2.838 -0.621 -2.149  0.022
H: 3.701 -2.160 -2.024  0.240
H: 4.570 -0.637 -1.799  0.342
H: 5.228 -1.930 0.799  0.439
H: 4.919 -2.138 3.431  0.353
H: 3.261 -2.555 3.883  0.244
H: 3.831 -0.893 4.072  0.255
H: 1.675 3.480 -0.252  0.187
H: 2.540 4.242 1.082  0.413
H: 0.864 4.692 0.757  0.202
H: 0.659 3.892 3.591  0.415
H: 0.039 2.156 5.532  0.369
H: 0.746 0.542 5.316  0.306
H: -0.929 0.846 4.843  0.197
S: -3.956 -0.379 -4.279  -0.596
Sb: -2.828 -1.205 -2.466  0.376
S: -0.473 -1.471 -2.887  -0.792
S: -2.860 0.241 -0.563  -0.580
N: -2.975 3.430 -7.253  -0.590
C: -2.012 3.188 -6.279  1.141
C: -1.666 1.873 -5.957  -0.912
C: -0.754 1.613 -4.959  -0.600
C: -0.137 2.673 -4.306  -0.303
C: -0.426 3.986 -4.654  -0.633
C: -1.354 4.244 -5.644  -0.751
S: 0.738 2.387 -2.807  1.173
O: 1.615 3.502 -2.552  -0.741
O: 1.363 1.070 -2.809  -0.770
N: -0.406 2.213 -1.688  -0.111
C: -0.990 3.188 -0.961  0.345
S: -1.144 4.877 -1.444  -0.096
C: -1.976 5.190 0.044  -0.269
C: -2.077 4.049 0.762  -0.880
N: -1.518 2.933 0.204  -0.014
H: -3.620 2.667 -7.385  0.244
H: -3.438 4.321 -7.175  0.219
H: -2.179 1.054 -6.442  0.418
H: -0.523 0.593 -4.673  0.574
H: 0.082 4.791 -4.139  0.616
H: -1.603 5.266 -5.908  0.291
H: -2.323 6.182 0.284  0.415
H: -2.562 3.958 1.723  0.378

Output
charge	-1
energy above the lowest of the compared OMol25 structures with the same formula, charge and spin	17.2	kcal/mol
orbital gap (alpha / beta)	6.581 / 6.219	eV
highest occupied orbital energy (alpha / beta)	-4.3 / -4.9	eV
2S+1	2



2.
Molecular formula: C4H8O3
Method: DFT, wB97M-V/def2-TZVPD

Each line ends with the Mulliken charge.
Atoms and positions in Å:
C: -2.248 0.547 -1.371  -1.128
C: -0.183 1.153 0.471  0.194
O: 0.674 1.056 1.347  -0.648
C: -0.516 0.239 -0.637  -0.472
O: 1.629 -1.757 0.216  -0.511
C: 2.472 -1.697 1.081  0.116
O: 2.613 -0.728 1.965  -0.455
H: -2.767 0.186 -0.513  0.376
H: -2.475 -0.056 -2.276  0.330
H: -2.458 1.616 -1.596  0.364
H: -0.855 2.038 0.425  0.296
H: 1.923 -0.041 1.797  0.541
H: -0.731 0.757 -1.582  0.277
H: -0.317 -0.838 -0.557  0.375
H: 3.239 -2.475 1.232  0.343

Output
energy above the lowest of the compared OMol25 structures with the same formula, charge and spin	83.9	kcal/mol
orbital gap	10.148	eV
highest occupied orbital energy	-9.6	eV



3.
Molecular formula: C4H43NO16
Method: DFT, wB97M-V/def2-TZVPD

Each line ends with the Mulliken charge.
Atoms and positions in Å:
C: 1.630 0.299 2.300  -0.625
C: 0.191 0.151 2.005  0.153
N: -0.131 -1.002 1.107  0.101
C: -0.614 -0.294 -0.164  -0.138
C: -1.042 -1.225 -1.270  -0.914
H: 1.874 -0.746 2.805  0.231
H: 1.851 1.216 2.830  0.024
H: 2.453 0.243 1.607  0.128
H: -0.491 -0.011 2.878  0.266
H: -0.061 1.080 1.396  -0.009
H: 0.661 -1.595 0.921  -0.031
H: -1.507 0.263 0.270  0.488
H: 0.028 0.483 -0.598  0.194
H: -0.253 -2.043 -1.238  -0.178
H: -1.970 -1.740 -1.118  0.369
H: -1.054 -0.763 -2.246  0.232
H: -2.084 4.521 0.077  0.287
H: -2.633 2.910 0.025  0.279
O: -2.103 3.617 0.380  -0.612
H: -3.655 0.142 -2.794  0.300
H: -4.045 0.916 -1.649  0.259
O: -3.479 1.019 -2.423  -0.639
H: -1.264 -4.618 2.283  0.471
H: -1.544 -3.255 2.775  0.258
O: -2.005 -4.107 2.680  -0.729
H: 0.189 -4.198 -1.388  0.336
H: -1.027 -5.148 -1.152  0.331
O: -0.071 -5.116 -1.255  -0.721
H: -0.210 3.463 1.603  0.242
H: 0.208 3.550 0.075  0.358
O: 0.524 3.456 0.990  -0.589
H: 1.856 -3.986 -0.080  0.273
H: 2.324 -2.657 0.488  0.297
O: 2.012 -3.527 0.760  -0.615
H: 3.911 2.246 1.281  0.404
H: 5.163 1.399 1.222  0.269
O: 4.376 1.588 0.704  -0.653
H: 0.879 3.278 -1.866  0.352
H: -0.586 3.042 -2.065  0.357
O: 0.025 3.728 -1.735  -0.684
H: -4.251 -0.716 0.689  0.345
H: -4.260 0.812 1.179  0.277
O: -4.314 0.214 0.436  -0.562
H: 2.779 2.846 3.239  0.336
H: 2.284 3.463 1.965  0.382
O: 3.131 3.167 2.403  -0.687
H: 3.087 -0.278 -0.076  0.244
H: 2.053 -0.520 -1.346  0.206
O: 2.323 -0.715 -0.459  -0.470
H: 3.014 2.910 -0.776  0.374
H: 2.568 2.587 -2.277  0.321
O: 2.630 3.241 -1.595  -0.749
H: -1.457 2.890 -4.366  0.270
H: -1.828 1.771 -3.305  0.357
O: -1.119 2.285 -3.705  -0.611
H: 0.514 -5.379 0.576  0.389
H: 0.351 -4.951 2.050  0.298
O: -0.129 -5.382 1.332  -0.686
H: -4.040 -3.084 1.731  0.285
H: -2.681 -2.557 1.356  0.376
O: -3.613 -2.312 1.352  -0.684
H: 1.242 1.302 -2.701  0.266
H: 1.490 0.287 -3.858  0.274
O: 1.831 0.613 -3.021  -0.676

Output
energy above the lowest of the compared OMol25 structures with the same formula, charge and spin	54.2	kcal/mol
orbital gap	8.934	eV
highest occupied orbital energy	-8.9	eV



4.
Molecular formula: C21H43BrO4P
Method: DFT, wB97M-V/def2-TZVPD

Each line ends with the Mulliken charge.
Atoms and positions in Å:
C: 0.117 2.613 -0.419  -1.098
C: 0.853 1.512 0.330  -0.027
C: -0.135 0.547 1.009  0.001
Br: -0.462 1.085 2.846  -0.015
P: 0.260 -1.241 0.945  1.669
C: 0.083 -2.060 2.517  -1.299
C: 0.184 -3.588 2.408  -0.537
C: -0.249 -4.239 3.712  -0.807
O: -0.025 -5.615 3.574  -0.325
C: -0.250 -6.380 4.752  -0.732
C: 1.922 -1.541 0.364  -1.315
C: 2.228 -1.417 -1.151  1.360
C: 2.177 -2.798 -1.798  -1.909
C: 3.592 -0.768 -1.357  -1.725
O: -0.815 -1.944 0.028  -0.356
C: -1.090 -1.562 -1.361  -0.635
C: -2.571 -1.746 -1.614  0.331
C: -2.799 -1.897 -3.114  -1.823
C: -3.383 -0.611 -0.968  1.022
C: -4.831 -1.029 -0.747  -1.590
C: -3.310 0.695 -1.758  -1.573
H: -0.572 3.136 0.247  0.409
H: 0.805 3.364 -0.804  0.312
H: -0.452 2.211 -1.261  0.093
H: 1.486 1.951 1.102  0.500
H: 1.517 0.974 -0.344  -0.247
H: -1.118 0.638 0.542  0.009
H: 0.868 -1.659 3.165  0.597
H: -0.882 -1.760 2.936  0.579
H: -0.443 -3.966 1.598  0.279
H: 1.211 -3.895 2.202  0.241
H: 0.332 -3.826 4.551  0.448
H: -1.310 -4.021 3.906  0.378
H: 0.657 -6.935 4.997  0.244
H: -1.064 -7.085 4.574  0.248
H: -0.516 -5.747 5.603  0.352
H: 2.120 -2.574 0.674  0.540
H: 2.572 -0.905 0.978  0.544
H: 1.473 -0.789 -1.635  0.063
H: 3.002 -3.412 -1.427  0.476
H: 2.285 -2.722 -2.880  0.423
H: 1.245 -3.326 -1.580  0.332
H: 4.367 -1.351 -0.853  0.397
H: 3.627 0.250 -0.965  0.338
H: 3.841 -0.734 -2.418  0.411
H: -0.471 -2.185 -2.006  0.310
H: -0.808 -0.515 -1.503  0.165
H: -2.861 -2.677 -1.113  0.448
H: -2.391 -2.846 -3.467  0.498
H: -3.860 -1.872 -3.362  0.400
H: -2.309 -1.098 -3.677  0.347
H: -2.948 -0.439 0.029  0.006
H: -4.909 -1.825 -0.004  0.426
H: -5.277 -1.390 -1.678  0.290
H: -5.435 -0.188 -0.404  0.421
H: -2.306 0.923 -2.126  0.296
H: -3.974 0.662 -2.625  0.392
H: -3.629 1.533 -1.136  0.390
O: 0.272 5.662 0.524  -0.550
C: 1.101 6.281 -0.078  0.528
O: 1.456 5.951 -1.345  -0.347
C: 2.521 6.806 -1.809  -0.416
C: 2.443 8.053 -0.934  -0.486
C: 1.908 7.480 0.376  -0.427
H: 3.465 6.271 -1.680  0.263
H: 2.358 6.991 -2.867  0.301
H: 3.401 8.559 -0.843  0.328
H: 1.723 8.756 -1.354  0.264
H: 2.705 7.118 1.029  0.252
H: 1.279 8.156 0.948  0.320

Output
charge	+1
orbital gap	9.924	eV
highest occupied orbital energy	-12.2	eV



Number 1: largest force on an atom 1.5 eV/A. Number 2: largest force on an atom 2.6 eV/A. Number 3: largest force on an atom 4.3 eV/A. Number 4: largest force on an atom 0.3 eV/A.